# C32H28N9OTi

C32H28N9OTi as an isolated structure (ωB97M-V with the def2-TZVPD basis set, the OMol25 dataset).

LUMO energy (alpha / beta): -3.7848 / -4.2315 eV
⟨S²⟩: 2.029
frontier orbital gap (alpha / beta): 5.45 / 7.11 eV

Structure (ORCA input):
```
! wB97M-V def2-TZVPD RIJCOSX def2/J DEFGRID3
* xyz 1 3
Ti 0.03 -0.13 -0.16
C -0.74 4.10 0.87
C -0.18 2.85 0.83
N -0.58 1.93 -0.07
C -1.55 2.29 -0.92
C -2.10 3.57 -0.86
N -1.71 4.47 0.02
C -1.95 1.24 -1.86
C -2.87 1.35 -2.87
C -3.14 0.26 -3.70
C -2.47 -0.94 -3.45
C -1.56 -1.03 -2.42
N -1.27 0.07 -1.65
C -0.96 -2.26 -1.92
C -1.14 -3.53 -2.47
N -0.78 -4.63 -1.85
C -0.23 -4.49 -0.64
C 0.05 -3.25 -0.10
N -0.27 -2.13 -0.77
C -4.13 0.36 -4.80
C -5.29 1.11 -4.65
C -6.18 1.18 -5.70
N -5.99 0.58 -6.88
C -4.88 -0.14 -7.01
C -3.93 -0.27 -6.02
H -0.42 4.83 1.60
H 0.61 2.56 1.51
H -2.89 3.85 -1.55
H -3.38 2.29 -3.04
H -2.73 -1.82 -4.03
H -1.60 -3.64 -3.45
H 0.02 -5.39 -0.09
H 0.55 -3.14 0.85
H -5.53 1.60 -3.71
H -7.10 1.75 -5.60
H -4.73 -0.62 -7.97
H -3.03 -0.85 -6.21
C 3.20 -1.76 1.88
C 3.73 -1.85 0.44
C 3.83 -3.30 -0.02
C 2.95 -0.96 -0.50
C 2.74 0.39 -0.16
C 2.14 1.28 -1.06
C 1.66 0.84 -2.29
C 1.08 1.81 -3.28
C 1.84 -0.51 -2.61
C 2.49 -1.38 -1.75
H 3.57 -2.60 2.48
H 2.11 -1.78 1.92
H 3.52 -0.85 2.38
H 4.75 -1.44 0.44
H 2.85 -3.78 -0.06
H 4.44 -3.86 0.68
H 4.29 -3.39 -1.00
H 3.15 0.77 0.77
H 2.11 2.33 -0.81
H 1.84 2.13 -3.99
H 0.69 2.70 -2.79
H 0.27 1.35 -3.85
H 1.49 -0.87 -3.57
H 2.63 -2.41 -2.05
N -1.03 0.85 3.47
C -1.28 0.10 2.39
O -0.21 -0.30 1.74
C -2.57 -0.14 1.94
C -2.85 -1.07 0.91
N -3.06 -1.81 0.05
C -3.64 0.49 2.65
N -4.50 1.00 3.23
H -0.09 0.89 3.81
H -1.78 1.14 4.09
*
```

=====

# C32H29Cl2N5O10

A 6-piece molecular cluster, C32H29Cl2N5O10 overall (ωB97M-V with the def2-TZVPD basis set, the OMol25 dataset).

SMILES: O=[N+]([O-])c1ccccc1.O=[N+]([O-])c1ccccc1.O=[N+]([O-])c1ccccc1.O=[N+]([O-])c1ccccc1.O=[N+]([O-])c1ccccc1.ClCCCl
LUMO energy: -0.8172 eV
frontier orbital gap: 8.99 eV

Structure (ORCA input):
```
! wB97M-V def2-TZVPD RIJCOSX def2/J DEFGRID3
* xyz 0 1
O 1.66 -6.10 -2.44
N 0.62 -6.73 -2.36
O 0.48 -7.80 -1.80
C -0.56 -6.15 -2.99
C -0.49 -4.85 -3.44
C -1.64 -4.30 -3.98
C -2.79 -5.07 -4.16
C -2.83 -6.37 -3.70
C -1.70 -6.90 -3.09
H 0.41 -4.26 -3.38
H -1.63 -3.26 -4.30
H -3.60 -4.60 -4.71
H -3.77 -6.90 -3.76
H -1.73 -7.91 -2.68
O 3.03 0.91 4.67
N 1.82 0.96 4.66
O 1.13 1.81 5.25
C 1.14 -0.05 3.86
C 1.88 -1.13 3.43
C 1.28 -2.08 2.64
C -0.08 -2.01 2.35
C -0.79 -0.87 2.74
C -0.19 0.08 3.54
H 2.91 -1.20 3.76
H 1.82 -2.93 2.24
H -0.56 -2.82 1.82
H -1.83 -0.81 2.46
H -0.79 0.92 3.87
O 1.52 2.74 2.21
N 1.00 3.58 2.89
O -0.12 3.54 3.33
C 1.80 4.72 3.31
C 1.20 5.76 3.99
C 1.96 6.84 4.40
C 3.32 6.82 4.15
C 3.93 5.74 3.51
C 3.15 4.69 3.06
H 0.15 5.75 4.21
H 1.52 7.64 4.98
H 3.93 7.65 4.48
H 4.99 5.83 3.30
H 3.55 3.85 2.49
O -6.91 -4.79 -1.81
N -6.28 -5.22 -0.89
O -6.69 -6.02 -0.08
C -4.92 -4.72 -0.73
C -4.54 -3.58 -1.40
C -3.25 -3.14 -1.22
C -2.36 -3.84 -0.41
C -2.79 -4.95 0.30
C -4.07 -5.42 0.09
H -5.20 -3.03 -2.05
H -2.91 -2.22 -1.68
H -1.35 -3.45 -0.39
H -2.10 -5.46 0.97
H -4.42 -6.33 0.55
O 0.12 2.97 -2.09
N 0.93 3.42 -2.87
O 1.33 2.82 -3.83
C 1.44 4.75 -2.62
C 2.52 5.19 -3.37
C 3.03 6.45 -3.15
C 2.50 7.22 -2.11
C 1.44 6.75 -1.36
C 0.89 5.53 -1.64
H 2.93 4.54 -4.13
H 3.80 6.84 -3.80
H 2.95 8.17 -1.84
H 1.06 7.34 -0.54
H 0.03 5.16 -1.10
Cl 2.91 -0.09 -0.17
C 1.21 0.38 -0.30
C 0.60 -0.06 -1.61
Cl 0.54 -1.86 -1.67
H 1.14 1.46 -0.18
H 0.63 -0.06 0.51
H 1.12 0.23 -2.51
H -0.45 0.24 -1.68
*
```

=====

# C32H29IIrN3O

C32H29IIrN3O as an isolated structure (ωB97M-V with the def2-TZVPD basis set, the OMol25 dataset).

LUMO energy (alpha / beta): -2.8068 / -3.2774 eV
⟨S²⟩: 0.755
frontier orbital gap (alpha / beta): 7.88 / 7.30 eV

Structure (ORCA input):
```
! wB97M-V def2-TZVPD RIJCOSX def2/J DEFGRID3
* xyz 1 2
Ir -0.69 -0.23 0.44
I -1.41 -0.75 -1.99
C -0.08 0.54 -3.01
C -0.51 0.87 -4.27
C 0.06 1.95 -4.95
C 0.94 2.75 -4.29
C 1.39 2.43 -2.99
C 2.19 3.37 -2.29
C 2.61 3.10 -1.03
C 2.39 1.82 -0.49
C 1.62 0.86 -1.11
C 0.98 1.22 -2.35
H -1.34 0.33 -4.72
H -0.27 2.18 -5.96
H 1.32 3.66 -4.75
H 2.45 4.29 -2.79
H 3.21 3.81 -0.48
H 2.99 1.54 0.36
O -2.61 -1.06 1.69
C -3.10 -2.33 1.27
C -1.98 -3.25 0.88
C -2.22 -4.61 0.87
C -1.24 -5.47 0.41
C -0.04 -4.94 -0.04
C 0.13 -3.57 0.02
N -0.81 -2.73 0.48
H -3.29 -0.39 1.54
H -3.77 -2.21 0.42
H -3.68 -2.78 2.08
H -3.18 -4.99 1.21
H -1.41 -6.54 0.39
H 0.75 -5.56 -0.42
H 1.04 -3.11 -0.32
C 0.04 -1.11 3.18
N 0.45 -0.04 2.25
C 0.35 1.26 2.96
C 1.90 -0.24 1.89
C 2.23 -0.99 0.61
C 2.96 -2.16 0.79
C 3.38 -2.96 -0.27
C 3.01 -2.59 -1.55
C 2.31 -1.41 -1.75
C 1.95 -0.56 -0.71
H 0.59 -1.02 4.12
H 0.24 -2.08 2.73
H -1.03 -1.03 3.38
H 1.08 1.27 3.78
H -0.64 1.38 3.37
H 0.55 2.07 2.26
H 2.35 -0.80 2.72
H 2.38 0.74 1.92
H 3.20 -2.48 1.80
H 3.96 -3.85 -0.09
H 3.30 -3.19 -2.40
H 2.10 -1.10 -2.77
N -4.20 6.31 0.78
C -3.60 5.33 0.74
C -2.85 4.10 0.69
C -1.84 3.92 -0.24
C -1.14 2.73 -0.30
C -1.41 1.67 0.56
C -2.42 1.88 1.52
C -3.13 3.07 1.59
H -1.60 4.72 -0.93
H -0.36 2.65 -1.04
H -2.64 1.13 2.26
H -3.90 3.20 2.33
*
```

=====

# C32H29N2O3PPtS5Se

C32H29N2O3PPtS5Se as an isolated structure (ωB97M-V with the def2-TZVPD basis set, the OMol25 dataset).

LUMO energy (alpha / beta): 0.1461 / -2.0670 eV
⟨S²⟩: 6.034
frontier orbital gap (alpha / beta): 6.87 / 6.42 eV

Structure (ORCA input):
```
! wB97M-V def2-TZVPD RIJCOSX def2/J DEFGRID3
* xyz 0 5
Pt 0.56 -0.65 0.01
O 6.32 0.78 -3.46
C 5.35 0.49 -2.84
S 4.32 -0.91 -3.22
C 3.15 -0.68 -1.95
C 3.37 0.40 -1.10
S 2.41 0.82 0.22
S 4.78 1.39 -1.41
S 1.88 -1.77 -1.83
O -3.61 -0.30 1.24
C -2.94 -0.10 0.22
O -2.12 -0.92 -0.32
C -3.03 1.24 -0.47
C -4.07 2.11 -0.19
C -4.19 3.31 -0.88
C -3.24 3.64 -1.85
C -2.18 2.78 -2.11
C -2.06 1.58 -1.42
P -0.76 0.35 -1.72
C -1.45 -0.84 -2.91
C -1.29 -2.21 -2.73
C -1.82 -3.11 -3.65
C -2.53 -2.65 -4.74
C -2.71 -1.28 -4.93
C -2.16 -0.38 -4.02
C 0.44 1.28 -2.77
C 0.94 0.81 -3.98
C 1.93 1.51 -4.66
C 2.44 2.69 -4.14
C 1.96 3.16 -2.92
C 0.98 2.46 -2.24
H -4.79 1.81 0.56
H -5.01 3.98 -0.67
H -3.34 4.56 -2.40
H -1.46 3.06 -2.86
H -0.75 -2.56 -1.86
H -1.70 -4.18 -3.50
H -2.96 -3.34 -5.45
H -3.26 -0.91 -5.78
H -2.30 0.68 -4.17
H 0.57 -0.12 -4.39
H 2.31 1.12 -5.60
H 3.21 3.23 -4.67
H 2.36 4.08 -2.50
H 0.62 2.83 -1.29
C 2.18 0.76 7.67
C 1.49 0.41 6.37
C 0.94 -0.85 6.17
C 0.29 -1.19 4.99
C -0.29 -2.57 4.83
C 0.20 -0.22 3.98
Se -0.73 -0.66 2.39
C 0.76 1.06 4.15
C 0.65 2.15 3.12
C 1.39 1.35 5.35
H 2.27 -0.11 8.31
H 1.62 1.52 8.21
H 3.18 1.16 7.48
H 1.02 -1.60 6.95
H -0.17 -3.13 5.76
H 0.22 -3.11 4.03
H -1.35 -2.53 4.59
H 0.65 1.75 2.11
H 1.48 2.85 3.22
H -0.28 2.71 3.24
H 1.82 2.34 5.50
N 0.43 -4.62 -0.34
C 0.12 -3.75 0.62
N -1.17 -3.62 0.95
S 1.35 -2.84 1.38
H -0.27 -5.06 -0.91
H 1.38 -4.63 -0.67
H -1.90 -4.00 0.37
H -1.42 -2.82 1.53
*
```

=====

# C32H29N3O3SSeTa

C32H29N3O3SSeTa as an isolated structure (ωB97M-V with the def2-TZVPD basis set, the OMol25 dataset).

LUMO energy: -10.4452 eV
frontier orbital gap: 5.85 eV

Structure (ORCA input):
```
! wB97M-V def2-TZVPD RIJCOSX def2/J DEFGRID3
* xyz 3 1
Ta 0.05 1.17 -0.17
C -1.43 -3.80 4.66
C -0.20 -3.22 3.94
C -0.18 -3.75 2.50
C 1.08 -3.67 4.65
C -0.28 -1.70 3.98
C -0.33 -1.04 5.22
C -0.40 0.33 5.35
C -0.41 1.08 4.18
S -0.49 2.81 3.99
C -0.47 2.66 2.31
N -0.42 1.38 1.87
C -0.37 0.46 2.93
C -0.30 -0.92 2.82
C -0.46 3.73 1.32
C -0.62 5.07 1.64
C -0.58 6.01 0.61
C -0.37 5.63 -0.70
C -0.20 4.28 -1.02
C -0.27 3.32 -0.02
H -1.38 -4.89 4.63
H -2.36 -3.48 4.18
H -1.47 -3.50 5.71
H -0.15 -4.84 2.53
H 0.70 -3.41 1.95
H -1.09 -3.47 1.96
H 1.13 -4.76 4.66
H 1.12 -3.33 5.68
H 1.97 -3.30 4.13
H -0.32 -1.63 6.13
H -0.43 0.80 6.32
H -0.28 -1.39 1.85
H -0.77 5.39 2.66
H -0.70 7.06 0.85
H -0.34 6.37 -1.49
H -0.03 4.00 -2.05
O 3.25 1.73 -3.24
C 4.17 1.39 -2.33
C 5.53 1.49 -2.58
C 6.44 1.13 -1.60
C 6.03 0.66 -0.34
C 4.70 0.58 -0.07
C 3.73 0.93 -1.05
C 2.38 0.83 -0.70
O 1.35 1.01 -1.56
O 1.93 0.58 0.49
H 3.68 2.01 -4.06
H 5.87 1.85 -3.54
H 7.50 1.22 -1.82
H 6.76 0.37 0.40
H 4.35 0.22 0.89
C -2.43 1.40 -3.69
N -2.60 -0.02 -3.39
C -2.57 -0.60 -2.19
Se -2.28 0.21 -0.49
N -2.87 -1.89 -2.31
C -3.11 -2.18 -3.65
C -3.46 -3.36 -4.30
C -3.63 -3.28 -5.66
C -3.44 -2.07 -6.36
C -3.09 -0.90 -5.72
C -2.93 -0.99 -4.34
H -2.59 1.99 -2.79
H -3.17 1.69 -4.43
H -1.43 1.59 -4.10
H -2.96 -2.54 -1.55
H -3.61 -4.29 -3.76
H -3.91 -4.17 -6.21
H -3.58 -2.06 -7.43
H -2.95 0.02 -6.27
*
```

=====

# C32H29N4O6S4Sr

C32H29N4O6S4Sr as an isolated structure (ωB97M-V with the def2-TZVPD basis set, the OMol25 dataset).

LUMO energy: 1.8822 eV
frontier orbital gap: 5.89 eV

Structure (ORCA input):
```
! wB97M-V def2-TZVPD RIJCOSX def2/J DEFGRID3
* xyz -1 1
Sr 0.82 0.44 -0.61
C -2.91 -1.23 1.91
C -1.78 -0.38 1.38
N -0.70 -0.93 0.93
N -0.61 -2.30 1.11
C 0.23 -2.96 0.40
S 1.19 -2.58 -0.98
S 0.39 -4.69 0.94
C 0.59 -4.52 2.74
C -0.59 -4.10 3.58
C -1.69 -4.93 3.74
C -2.75 -4.56 4.56
C -2.71 -3.35 5.25
C -1.61 -2.52 5.09
C -0.57 -2.88 4.26
C -1.98 1.09 1.37
C -3.31 1.55 1.38
C -3.67 2.88 1.45
C -2.65 3.83 1.56
C -1.34 3.44 1.56
C -0.93 2.08 1.41
O 0.33 1.82 1.31
H -2.53 -2.20 2.21
H -3.65 -1.39 1.12
H -3.41 -0.74 2.75
H 1.43 -3.86 2.93
H 0.89 -5.53 3.04
H -1.73 -5.87 3.19
H -3.61 -5.21 4.66
H -3.53 -3.06 5.89
H -1.58 -1.56 5.60
H 0.27 -2.21 4.11
H -4.11 0.82 1.30
H -4.71 3.16 1.43
H -2.90 4.88 1.64
H -0.53 4.16 1.62
O 4.54 0.45 -4.19
C 3.43 0.48 -3.42
O 3.44 0.96 -2.31
C 2.23 -0.07 -4.11
C 2.30 -0.83 -5.26
C 1.12 -1.38 -5.74
C -0.07 -1.12 -5.09
C -0.04 -0.31 -3.95
N 1.09 0.18 -3.46
C -1.35 0.03 -3.22
O -2.37 -0.04 -3.91
O -1.21 0.37 -2.01
H 5.25 0.84 -3.65
H 3.25 -1.01 -5.74
H 1.13 -2.02 -6.62
H -1.03 -1.50 -5.41
S 1.87 5.55 -1.20
C 2.04 3.83 -1.23
N 0.98 3.16 -1.52
C -0.11 4.01 -1.72
C -1.42 3.60 -1.98
C -2.39 4.56 -2.13
C -2.08 5.92 -2.01
C -0.80 6.35 -1.74
C 0.19 5.37 -1.59
H 2.98 3.35 -1.00
H -1.64 2.53 -2.04
H -3.41 4.26 -2.32
H -2.87 6.66 -2.13
H -0.57 7.40 -1.64
C 3.88 -2.63 1.69
S 4.15 -0.93 1.19
C 4.72 -1.32 -0.47
O 2.79 -0.33 1.07
H 4.81 -3.19 1.65
H 3.13 -3.05 1.02
H 3.51 -2.60 2.72
H 5.67 -1.84 -0.40
H 4.84 -0.38 -0.99
H 3.96 -1.94 -0.96
*
```

=====

For each record above, in turn, the calculated max |F| values are 0.993 1.478 0.813 0.560 2.482 0.471 eV/A.
For each record above, in turn, the calculated relative energy (zero: lowest compared OMol25 entry of this formula, charge and spin) values are 17.21 0.00 42.06 2.00 7.46 0.00 kcal/mol.